1.
This record from OMol25 describes one molecule with the formula C8H8O4S3. The level of theory is ωB97M-V with the def2-TZVPD basis set.

```
23
Properties=species:S:1:pos:R:3:forces:R:3
C 1.974627 -0.075875 -2.413886 3.044 -1.253 0.539
O 1.594059 0.132647 -1.033275 1.267 0.185 -0.996
C 0.309148 0.034504 -0.803002 -0.186 0.827 2.534
O -0.543200 0.041624 -1.615476 -1.522 -0.471 -1.511
C 0.050580 0.101600 0.723277 1.271 0.975 -1.271
C -1.410419 -0.096948 0.991761 0.629 3.165 2.151
C -1.629924 0.482479 2.482165 -3.240 -2.061 0.081
S -0.580646 1.940123 2.700437 0.617 -0.728 -1.026
C 0.510558 1.571039 1.206409 -0.806 -0.304 0.341
S 0.363081 2.981081 -0.098060 -1.516 -1.100 1.334
C 1.935452 2.769034 -0.711212 1.144 0.143 0.174
O 2.427317 3.234808 -1.686987 -0.335 0.627 -1.209
C 2.880995 2.016021 0.204008 1.971 -0.940 0.081
O 4.024182 1.830507 -0.131256 -0.750 0.268 0.351
S 2.230402 1.481704 1.726131 -0.094 0.261 0.411
H 1.162828 -0.103206 -3.050441 -1.853 0.485 -1.111
H 2.310124 -1.146390 -2.355444 0.415 1.095 -0.583
H 2.776877 0.643745 -2.816507 -1.221 -1.064 1.243
H 0.770252 -0.647935 1.161456 -1.036 0.787 0.059
H -1.581106 -1.099707 0.878588 -0.995 -2.574 0.167
H -2.014385 0.443034 0.266074 0.084 0.140 0.035
H -2.752904 0.834626 2.642239 2.288 -0.567 -0.600
H -1.601165 -0.428019 3.238696 0.823 2.106 -1.195
```
Positions in Å, forces in eV/Å.

Properties
Structure (SMILES)   COC(=O)[C@@H]1CCSC12SC(=O)C(=O)S2
Relative energy (zero: lowest compared OMol25 entry of this formula, charge and spin)   4.1 kcal per mole
Gap between HOMO and LUMO   0.332 hartree

Population analysis type Mulliken, resulting atomic charges in e: -0.900, -0.202, 0.362, -0.573, 0.119, -1.087, -0.523, -0.090, -0.036, -0.150, 0.509, -0.520, 0.716, -0.548, -0.099, 0.424, 0.308, 0.249, 0.508, 0.546, 0.333, 0.348, 0.307

2.
This record from OMol25 describes C2H4NO4S as an isolated structure. The level of theory is ωB97M-V with the def2-TZVPD basis set.

```
12
Properties=species:S:1:pos:R:3:forces:R:3
C -0.512174 1.460786 -0.061870 2.286 1.878 2.387
C 0.257771 0.261759 0.394679 -2.785 -4.826 -3.256
N -0.728213 -1.149646 -0.255065 5.118 0.967 1.861
O 0.030464 2.504686 0.412120 0.240 0.817 0.384
O 2.290892 1.546401 -0.081858 0.538 -0.064 0.482
O -1.502697 1.394848 -0.718046 -2.649 -0.498 -2.045
O 2.640829 -0.991338 0.206163 -0.782 0.946 0.060
S 1.800349 0.028295 -0.470048 0.737 0.572 -0.107
H 0.440537 0.140589 1.403310 0.085 -0.129 2.161
H -1.485294 -1.309013 0.339308 -1.239 -0.096 1.796
H 1.611463 2.132224 0.465778 -0.049 -1.198 -1.177
H -1.100346 -0.547112 -0.897579 -1.499 1.630 -2.545
```
Positions in Å, forces in eV/Å.

Properties
Net charge   -1
Relative energy (zero: lowest compared OMol25 entry of this formula, charge and spin)   39.1 kcal per mole
Gap between HOMO and LUMO   0.335 hartree

Population analysis type Mulliken, resulting atomic charges in e: 0.729, -0.262, -0.776, -0.787, -0.502, -0.673, -0.583, 0.506, 0.364, 0.225, 0.422, 0.337

Number 1: HOMO energy -9.37 eV. Number 2: HOMO energy -5.25 eV.